Entry 1:
136
Properties=species:S:1:pos:R:3 method="wB97M-V/def2-TZVPD" smiles="CC1(C)CCCC(C)(C)N1O.COCCNCCOC.COCCNCCOC.COCCNCCOC.COCCNCCOC.O=C1OCCO1" energy_ev=-70690.0689 charge=0
C 14.6789 11.7327 -35.9961
C 14.7711 10.7345 -34.8407
C 15.2976 11.4123 -33.5495
C 13.3703 10.1880 -34.5873
C 13.3362 8.9790 -33.6357
C 14.2966 7.8512 -34.0567
C 15.7077 8.3769 -34.4018
C 16.5096 8.4844 -33.1090
C 16.3329 7.3119 -35.2864
N 15.5555 9.5621 -35.2314
O 16.8405 9.9796 -35.6817
H 14.5104 11.2482 -36.9560
H 13.7890 12.3316 -35.7759
H 15.5084 12.4377 -35.9800
H 14.7274 11.0041 -32.7213
H 16.3542 11.1539 -33.4316
H 15.3594 12.5000 -33.5831
H 12.7622 11.0149 -34.2109
H 12.8944 9.8049 -35.4976
H 13.6060 9.3788 -32.6487
H 12.2895 8.6945 -33.5187
H 13.8622 7.2371 -34.8377
H 14.4034 7.3780 -33.0776
H 17.4980 8.9378 -33.1812
H 16.6066 7.5026 -32.6399
H 15.9762 9.0595 -32.3415
H 16.4278 6.3212 -34.8356
H 17.3417 7.5467 -35.6371
H 15.7765 7.1881 -36.2205
H 16.7367 10.1307 -36.6261
C 11.1597 16.3175 -27.9181
O 12.4645 16.6447 -27.5328
C 13.2528 15.5145 -27.1446
C 13.4568 14.5193 -28.2755
N 14.1181 15.2431 -29.3300
C 14.3564 14.5615 -30.6057
C 13.0963 14.0098 -31.2625
O 13.2076 14.2022 -32.6672
C 11.9785 13.9568 -33.3304
H 10.5408 17.1962 -27.7150
H 10.7334 15.5263 -27.2862
H 11.0391 16.0661 -28.9775
H 12.5993 15.0346 -26.4033
H 14.2241 15.8882 -26.8406
H 12.5130 14.0519 -28.5946
H 14.1277 13.7276 -27.9205
H 13.9103 16.2269 -29.3736
H 15.0694 13.7647 -30.3790
H 14.8023 15.3560 -31.2049
H 12.1964 14.5460 -30.9368
H 13.0232 12.9312 -31.0659
H 12.2885 14.1496 -34.3616
H 11.2317 14.6708 -32.9813
H 11.6882 12.9031 -33.2962
C 9.1423 13.4714 -25.5230
O 8.5612 12.2375 -25.7672
C 8.1959 11.5477 -24.5918
C 8.1776 10.0620 -24.8643
N 7.0999 9.7205 -25.8022
C 6.6942 8.3236 -25.7270
C 7.6916 7.3257 -26.3419
O 7.2305 6.0368 -26.5829
C 6.4723 5.4545 -25.5452
H 9.2695 14.0177 -26.4603
H 10.1221 13.3995 -25.0393
H 8.4486 14.1252 -24.9750
H 7.2730 11.8970 -24.1057
H 8.9471 11.8032 -23.8220
H 8.0839 9.5915 -23.8804
H 9.1757 9.7926 -25.2306
H 7.5308 9.7882 -26.7218
H 5.8039 8.2249 -26.3629
H 6.4028 8.0003 -24.7261
H 8.6780 7.4986 -25.8747
H 7.8642 7.7150 -27.3596
H 5.5788 6.0561 -25.3780
H 7.0524 5.5043 -24.6147
H 6.3045 4.4265 -25.8357
C 18.5425 18.2561 -23.9854
O 18.2881 17.1337 -24.7747
C 17.3199 17.3308 -25.7737
C 17.7246 16.6303 -27.0514
N 19.1196 16.6834 -27.4674
C 19.4493 18.0498 -27.9392
C 20.9190 18.1312 -28.2747
O 21.6235 18.0393 -27.0176
C 22.9087 17.5273 -27.1904
H 19.4580 18.1082 -23.4187
H 17.6897 18.4783 -23.3251
H 18.6766 19.1987 -24.5414
H 17.1774 18.4121 -25.9200
H 16.3386 16.9899 -25.4191
H 17.0722 16.8990 -27.8871
H 17.5196 15.5606 -26.9104
H 19.6995 16.7407 -26.6235
H 19.1819 18.9150 -27.3160
H 18.8809 18.2073 -28.8684
H 21.1896 19.0738 -28.7539
H 21.1942 17.2374 -28.8408
H 23.5240 17.7023 -26.3069
H 23.4136 17.9530 -28.0643
H 22.9118 16.4328 -27.3103
C 11.5340 20.6455 -29.5930
O 11.9979 19.6153 -30.4431
C 10.9425 18.8966 -31.0216
C 11.5380 17.8381 -31.9149
N 12.3473 18.4577 -32.9591
C 12.9021 17.4773 -33.8847
C 13.7646 18.2185 -34.9144
O 14.5825 17.3274 -35.6502
C 15.5396 16.6147 -34.9077
H 12.3901 21.2568 -29.3033
H 11.0828 20.2276 -28.6900
H 10.8787 21.3241 -30.1488
H 10.1869 19.4950 -31.5415
H 10.4091 18.3396 -30.2285
H 10.7378 17.2928 -32.4213
H 12.0800 17.1498 -31.2422
H 13.0722 19.0006 -32.5063
H 12.1443 16.9492 -34.4607
H 13.5580 16.8326 -33.2963
H 14.3318 18.9627 -34.3378
H 13.1836 18.6721 -35.7115
H 16.2281 17.3268 -34.4338
H 16.1913 16.0395 -35.5771
H 15.1411 15.8397 -34.2472
O 15.5906 11.7488 -26.2515
C 15.5272 11.0368 -27.1895
O 14.8288 9.8891 -27.3211
C 14.6853 9.5764 -28.7150
C 15.8495 10.3466 -29.3434
O 16.0651 11.3794 -28.4036
H 14.7649 8.4972 -28.7963
H 13.7199 9.9493 -29.0600
H 15.5896 10.7060 -30.3369
H 16.7081 9.6775 -29.4432

Entry 2:
138
Properties=species:S:1:pos:R:3 method="wB97M-V/def2-TZVPD" smiles=COCCOCCOC.COCCOCCOC.COCCOCCOC.COCCOCCOC.COCCOCCOC.COCCOCCOC energy_ev=-75535.2885 charge=0 e_above_lowest_kj_mol=1092.1
C 0.6334 1.5927 0.3456
O 1.4140 0.4777 -0.0491
C 1.9760 0.6238 -1.3314
C 2.5676 -0.7223 -1.6985
O 1.6157 -1.7431 -1.9818
C 0.7966 -2.1417 -0.9179
C 0.3846 -3.6234 -1.0234
O -0.6279 -3.8295 -1.9873
C -0.2603 -3.6957 -3.3270
H 0.2224 1.5460 1.3502
H -0.1933 1.7070 -0.3619
H 1.2593 2.4832 0.2358
H 2.7999 1.3446 -1.2443
H 1.4056 0.9858 -2.1944
H 3.3097 -1.0617 -0.9683
H 3.1596 -0.6675 -2.6139
H -0.1443 -1.5750 -0.8840
H 1.2603 -2.0118 0.0658
H 0.0332 -4.0565 -0.0939
H 1.3375 -4.0606 -1.3608
H 0.5117 -4.3949 -3.6711
H 0.0914 -2.6879 -3.5700
H -1.0984 -3.8614 -4.0082
C -1.6500 -5.0765 -7.8996
O -1.7013 -5.5825 -6.5813
C -2.8641 -5.2153 -5.8691
C -3.2025 -3.7374 -5.7590
O -2.2016 -3.0350 -5.0277
C -2.5659 -1.7123 -4.7312
C -1.6819 -1.0420 -3.6883
O -2.4674 0.0018 -3.1333
C -1.6390 1.0191 -2.5357
H -0.7741 -5.5282 -8.3563
H -1.6671 -3.9844 -7.8928
H -2.4946 -5.3337 -8.5557
H -2.6701 -5.5277 -4.8381
H -3.6963 -5.8386 -6.2108
H -4.1724 -3.6072 -5.2721
H -3.2094 -3.2271 -6.7295
H -3.5501 -1.5581 -4.2755
H -2.4329 -1.1325 -5.6535
H -0.7616 -0.5648 -4.0398
H -1.4005 -1.8105 -2.9559
H -0.8278 1.1946 -3.2395
H -1.2483 0.6695 -1.5794
H -2.3146 1.8548 -2.3966
C -0.1268 4.6811 4.3313
O 0.6749 5.5451 3.5451
C 0.9453 5.0845 2.2230
C -0.3946 4.9504 1.4643
O -0.0380 4.8033 0.0958
C -0.8426 5.3432 -0.9306
C -0.1782 5.1491 -2.2704
O 0.0441 3.7961 -2.5644
C 0.7680 3.6416 -3.7676
H 0.2793 3.6661 4.2643
H -1.1543 4.6400 3.9551
H -0.1393 5.0960 5.3341
H 1.4245 4.1048 2.3289
H 1.6530 5.7209 1.7001
H -1.0295 5.8302 1.5813
H -0.8538 4.0170 1.7924
H -0.8454 6.4208 -0.6893
H -1.8867 5.0398 -0.7752
H 0.7769 5.6652 -2.0668
H -0.5679 5.7517 -3.0953
H 0.9985 2.5980 -3.9716
H 1.6789 4.2460 -3.7536
H 0.1281 3.9639 -4.5987
C 9.6738 0.5039 0.7494
O 9.4457 1.6143 -0.0841
C 9.3052 2.8385 0.6157
C 8.0425 2.9451 1.4962
O 6.9255 3.0246 0.6623
C 5.6986 2.6222 1.2858
C 4.5993 2.8315 0.2582
O 4.5038 4.2242 0.0081
C 3.4583 4.5440 -0.8673
H 10.3852 0.6569 1.5672
H 9.7710 -0.3122 0.0344
H 8.7525 0.2333 1.2995
H 9.1499 3.6221 -0.1263
H 10.2290 3.0233 1.1674
H 8.1044 3.8602 2.0953
H 8.1705 2.1222 2.2125
H 5.6415 3.3192 2.1302
H 5.7770 1.5957 1.6544
H 3.6993 2.5127 0.8037
H 4.6962 2.3867 -0.7345
H 3.2962 5.6016 -1.0636
H 2.5245 4.0307 -0.6153
H 3.7172 4.1666 -1.8735
C -1.4736 -4.4099 4.9311
O -0.4147 -4.8471 4.1044
C 0.6023 -3.9203 3.8470
C 0.2240 -2.7643 2.9330
O -0.7545 -1.9572 3.5341
C -0.9534 -0.7025 2.9317
C -2.0428 0.1429 3.5775
O -1.5244 0.8880 4.6676
C -2.4829 1.7724 5.1775
H -2.1068 -5.2112 5.3015
H -2.0965 -3.7240 4.3507
H -1.1274 -3.8085 5.7782
H 1.4492 -4.4597 3.4198
H 1.0142 -3.4972 4.7746
H -0.1917 -3.1363 1.9890
H 1.1618 -2.2219 2.7530
H -1.3175 -0.9315 1.9220
H -0.0382 -0.1038 2.9206
H -2.8568 -0.5315 3.8569
H -2.3441 0.9262 2.8725
H -2.0792 2.5254 5.8562
H -3.3556 1.3251 5.6592
H -2.7943 2.3924 4.3192
C -6.0617 0.5486 4.2424
O -6.3299 -0.6421 3.5187
C -5.4479 -1.6698 3.8993
C -5.4642 -2.7558 2.8336
O -4.9561 -2.3999 1.5716
C -3.5407 -2.4661 1.5049
C -3.1113 -2.3340 0.0602
O -3.8781 -3.2607 -0.7012
C -3.2800 -3.8267 -1.8400
H -5.0831 0.9736 4.0122
H -6.2522 0.4097 5.3098
H -6.8048 1.2618 3.8775
H -5.6959 -2.0937 4.8770
H -4.4052 -1.3239 3.8599
H -6.4698 -3.1587 2.6744
H -5.0216 -3.6950 3.1955
H -3.1896 -3.3246 2.0889
H -3.1065 -1.6210 2.0654
H -2.0691 -2.6212 -0.1121
H -3.3526 -1.3321 -0.3065
H -3.4553 -4.9005 -1.8585
H -2.1832 -3.7893 -1.7761
H -3.4806 -3.3000 -2.7717

Orbital gap in eV, matching the order above: 8.66; 9.30
Lowest unoccupied orbital energy in eV, matching the order above: 0.2; 0.5